Record 1
Below is a 2-piece molecular cluster, H3PS2 overall, with properties calculated with ωB97M-V/def2-TZVPD.

XYZ file:
```
6
Properties=species:S:1:pos:R:3:forces:R:3
P 1.680 1.257 -0.381 0.7 0.0 -0.2
S 3.386 1.120 -1.289 -0.5 0.0 0.3
H 0.797 1.219 -1.492 -0.2 0.0 -0.2
S -1.479 -0.817 1.077 0.4 0.4 0.0
H -2.601 -0.842 0.369 -0.3 0.0 -0.2
H -1.783 -1.937 1.715 -0.1 -0.3 0.2
```
Positions in Å, forces in eV/Å.

Energy above the lowest of the compared OMol25 structures with the same formula, charge and spin ... 113.02 kJ/mol
Frontier orbital gap ... 7.43 eV
LUMO level ... -1.45 eV
Calculated total energy ... -31006.9049 eV
SMILES string ... P=S.S
Molar mass ... 98.13 g/mol

Record 2
Below is a 2-piece molecular cluster, H3S2 overall in a non-equilibrium geometry, with properties calculated with ωB97M-V/def2-TZVPD.

XYZ file:
```
5
Properties=species:S:1:pos:R:3:forces:R:3
S 0.200 -1.621 0.680 -0.7 -0.5 -0.1
H 1.347 -1.115 1.079 0.7 0.3 0.2
S -0.218 1.590 -0.630 0.4 2.1 0.3
H -0.759 1.243 -1.759 -0.5 -0.3 -1.0
H -0.297 0.371 -0.130 0.1 -1.6 0.7
```
Positions in Å, forces in eV/Å.

Energy above the lowest of the compared OMol25 structures with the same formula, charge and spin ... 12.18 kJ/mol
Frontier orbital gap ... 6.59 eV
LUMO level ... 3.76 eV
Calculated total energy ... -21720.1469 eV
Molar mass ... 67.16 g/mol
Net charge ... -1

Record 3
Below is a 2-piece molecular cluster, H3S3 overall in a non-equilibrium geometry, with properties calculated with ωB97M-V/def2-TZVPD.

XYZ file:
```
6
Properties=species:S:1:pos:R:3:forces:R:3
S -1.166 -1.787 -0.828 1.6 0.7 0.1
H -2.435 -1.606 -0.857 -1.8 -0.2 -0.1
S 1.940 1.493 1.333 1.1 -2.2 0.2
S -0.838 0.312 -0.554 0.0 -0.4 -0.2
H 2.343 0.088 1.357 -0.7 2.4 0.0
H 1.119 1.232 0.285 -0.3 -0.2 0.0
```
Positions in Å, forces in eV/Å.

Energy above the lowest of the compared OMol25 structures with the same formula, charge and spin ... 48.05 kJ/mol
Frontier orbital gap ... 6.00 eV
LUMO level ... 3.48 eV
Calculated total energy ... -32555.3401 eV
Molar mass ... 99.22 g/mol
Net charge ... -1

Record 4
Below is a 20-piece molecular cluster, H40O20 overall in a non-equilibrium geometry, with properties calculated with ωB97M-V/def2-TZVPD.

XYZ file:
```
60
Properties=species:S:1:pos:R:3:forces:R:3
O 0.198 0.909 1.313 -2.7 1.0 1.3
H -0.553 1.540 1.580 1.5 -1.1 -0.7
H 0.955 1.478 1.161 0.6 -0.1 -0.2
O -0.115 -4.091 -2.073 1.2 -1.7 2.9
H 0.415 -4.776 -2.493 -0.8 0.8 -0.9
H -0.625 -3.418 -2.458 -0.2 0.2 -2.0
O 1.587 -1.974 -0.611 1.0 -2.1 -1.5
H 0.671 -2.303 -0.598 0.4 0.8 -0.5
H 1.873 -2.546 -1.411 -0.5 1.2 1.9
O 2.392 3.459 -2.896 1.2 0.8 2.4
H 2.588 4.372 -2.602 -0.6 0.2 -1.3
H 2.766 3.142 -2.037 -0.6 -1.0 -1.2
O -0.406 -3.188 1.083 3.9 2.3 -0.5
H -0.695 -2.937 0.199 -1.1 -0.4 -0.2
H 0.511 -2.592 1.003 -3.1 -2.5 1.2
O 2.998 -0.387 2.060 -1.4 3.3 -1.0
H 3.831 -0.125 1.621 -0.1 -1.6 2.2
H 2.885 -1.132 2.610 1.1 -1.3 0.6
O -3.849 -3.040 2.173 0.9 0.5 0.4
H -3.766 -3.149 3.156 0.2 0.4 -1.5
H -3.109 -2.450 1.853 -1.3 -0.8 1.0
O -2.264 -0.121 -4.008 -0.6 0.9 -1.2
H -2.598 0.175 -4.884 0.3 -1.1 0.2
H -2.322 0.756 -3.623 -0.5 -0.3 0.8
O -4.817 -3.344 -0.686 0.6 -0.1 1.2
H -4.507 -3.771 0.140 -0.2 -0.5 -0.6
H -4.761 -2.459 -0.314 -0.3 0.6 -0.6
O -3.795 1.482 1.174 0.4 0.2 1.0
H -4.037 0.740 0.649 -0.5 -0.8 -1.0
H -3.740 1.066 2.048 0.0 0.4 0.0
O 1.045 4.275 1.040 -0.6 1.3 1.2
H 1.128 4.272 2.020 0.2 -0.2 -1.1
H 1.445 3.465 0.769 0.6 -0.9 -0.1
O 2.577 1.719 0.490 0.4 -0.3 1.4
H 2.948 1.995 -0.329 0.5 -0.2 -1.1
H 3.195 1.091 0.930 -1.2 1.3 -0.9
O -1.521 -1.272 2.655 -0.5 0.1 0.3
H -1.450 -2.178 2.220 1.6 2.0 0.3
H -0.833 -0.579 2.461 -0.6 -1.8 -0.2
O -0.673 2.307 -3.030 0.2 -0.9 1.2
H -1.329 1.655 -3.297 0.6 0.6 -0.1
H -0.336 1.872 -2.207 -0.1 0.8 -0.8
O 4.902 -1.280 0.866 1.3 -0.9 -0.8
H 5.247 -2.064 0.397 -0.2 0.7 0.2
H 4.015 -1.136 0.538 -0.4 -0.8 -0.8
O -1.892 4.071 1.654 0.9 1.2 -0.5
H -1.398 4.785 1.178 -0.8 -0.9 0.0
H -1.281 4.002 2.389 -0.1 -0.4 0.5
O -1.401 -0.620 -0.269 -1.0 1.0 2.8
H -0.692 -0.314 0.379 -0.3 -0.2 -1.5
H -2.147 -0.354 0.358 0.9 -0.6 -1.5
O 2.188 2.609 3.320 -0.2 1.3 0.8
H 2.224 2.886 4.254 0.0 -0.2 -0.6
H 2.391 1.684 3.326 0.2 -1.1 -0.1
O 2.674 0.094 -2.031 1.3 2.3 -0.7
H 2.189 -0.650 -1.695 0.1 -1.1 0.1
H 3.485 -0.004 -2.573 -1.3 -0.8 0.7
O -0.133 -1.464 -2.345 -1.4 1.9 -1.7
H -1.006 -1.795 -2.596 -0.2 -0.2 0.1
H -0.396 -0.519 -2.572 1.2 -1.3 0.6
```
Positions in Å, forces in eV/Å.

Energy above the lowest of the compared OMol25 structures with the same formula, charge and spin ... 716.56 kJ/mol
Frontier orbital gap ... 10.66 eV
LUMO level ... -0.17 eV
Calculated total energy ... -41595.5981 eV
Molar mass ... 360.30 g/mol

Record 5
Below is a 20-piece molecular cluster, H40O20 overall in a non-equilibrium geometry, with properties calculated with ωB97M-V/def2-TZVPD.

XYZ file:
```
60
Properties=species:S:1:pos:R:3:forces:R:3
O -1.232 2.056 0.393 -0.9 0.9 0.6
H -0.300 1.773 0.517 -0.5 1.5 0.1
H -1.410 3.053 0.589 1.7 -2.2 -0.5
O -2.990 -1.949 -1.537 -0.1 0.2 1.4
H -2.881 -0.988 -1.682 -0.1 -1.1 -0.4
H -3.177 -2.406 -2.363 0.1 0.9 -0.1
O -2.710 -1.202 -4.014 -4.4 -1.3 -2.2
H -2.077 -1.787 -4.314 2.5 -1.3 -0.7
H -2.396 -0.527 -3.513 2.2 2.8 2.1
O -0.105 4.467 1.364 -3.6 1.0 -6.7
H 0.546 4.657 0.676 0.1 -0.3 0.5
H 0.225 4.388 2.158 3.2 -0.8 6.3
O -1.206 -0.891 2.485 -1.1 0.2 -4.8
H -0.939 -1.111 3.309 1.3 -0.6 4.2
H -1.632 -0.023 2.433 -0.2 -0.3 0.8
O 0.827 -1.729 3.807 0.1 0.0 0.1
H 0.890 -2.165 4.658 0.2 -0.2 0.2
H 0.627 -2.426 3.172 0.2 -0.1 0.0
O 1.708 1.249 1.630 -2.4 -1.7 0.8
H 2.297 1.409 2.360 0.3 0.3 0.6
H 0.933 0.718 2.068 2.1 1.2 -1.2
O 0.944 -1.727 -2.845 -2.5 1.7 -0.7
H 1.514 -2.431 -2.943 1.2 -3.8 -1.0
H 1.604 -1.297 -2.358 0.9 2.5 1.5
O 0.215 -1.481 0.254 0.1 1.0 -0.9
H -0.306 -0.840 -0.329 0.7 -1.3 1.3
H -0.170 -1.642 1.148 -0.1 1.2 -0.9
O 3.086 0.741 -3.026 2.4 -0.5 0.2
H 3.356 0.010 -2.395 -0.9 1.2 -0.5
H 4.000 1.019 -3.327 -1.7 -0.2 0.2
O -0.342 -5.060 -2.032 -2.7 -1.1 -2.2
H -1.228 -5.273 -2.561 3.1 0.8 1.8
H -0.597 -4.363 -1.418 -0.4 0.3 0.5
O -1.223 -3.639 0.244 -0.5 3.8 0.2
H -1.343 -2.552 0.206 0.5 -4.4 -0.3
H -2.126 -3.934 0.371 -0.3 -0.2 0.0
O 0.807 3.006 3.883 1.7 1.3 -2.1
H 1.079 3.707 4.458 0.4 0.8 0.4
H 0.400 2.426 4.473 -1.6 -1.7 1.5
O -1.106 0.632 -1.972 -3.5 -1.8 6.5
H -0.662 0.904 -2.678 3.2 2.4 -4.3
H -1.088 1.231 -1.149 -0.1 -0.5 -2.3
O 0.498 2.652 -4.178 -1.2 1.5 0.7
H 1.196 2.059 -4.164 2.1 -3.2 -1.3
H 0.914 3.094 -3.439 -0.8 1.6 0.7
O 3.102 -0.259 -0.409 -1.6 -0.4 0.7
H 2.266 -0.781 -0.150 1.5 1.2 -0.3
H 3.015 0.603 0.065 -0.1 -1.3 -0.5
O 2.256 -3.741 -1.702 1.6 -2.4 -4.0
H 1.551 -4.382 -1.852 -0.1 -0.4 -0.6
H 1.976 -3.410 -0.930 -1.3 2.4 4.8
O 1.332 3.033 -0.437 1.5 -2.0 -1.3
H 1.697 2.350 0.202 -0.7 1.2 -0.5
H 1.649 2.640 -1.309 -0.5 0.8 1.4
O -1.433 2.421 4.996 0.4 -4.3 3.0
H -1.647 3.075 4.422 -1.1 2.9 -2.8
H -1.890 1.607 4.673 0.4 1.2 0.2
O -2.503 1.298 2.688 -1.0 0.0 -0.2
H -1.942 1.607 1.961 0.2 0.6 -0.6
H -3.299 1.009 2.209 0.1 0.1 0.4
```
Positions in Å, forces in eV/Å.

Energy above the lowest of the compared OMol25 structures with the same formula, charge and spin ... 525.32 kJ/mol
Frontier orbital gap ... 10.08 eV
LUMO level ... -0.22 eV
Calculated total energy ... -41597.5802 eV
Molar mass ... 360.30 g/mol